No. 1
C22H44NO20S2 as an isolated structure in a non-equilibrium geometry, computed with ωB97M-V/def2-TZVPD.

Geometry as ORCA input:
```
! RIJCOSX wB97M-V def2-TZVPD def2/J DEFGRID3
* xyz -1 1
O 3.09011 -0.15486 0.36684
C 3.97946 -0.21010 -0.47074
C 4.15448 -1.35981 -1.42661
S 4.49847 -2.92709 -0.59946
O 3.74569 -3.89985 -1.35831
O 4.04716 -2.89098 0.77173
N 6.03676 -3.32335 -0.75425
S 7.03441 -2.25601 -0.11184
O 8.36114 -2.80054 -0.09934
O 6.89073 -0.94514 -0.69941
H 4.68278 0.62913 -0.56271
H 4.96211 -1.15473 -2.10811
H 3.26051 -1.47970 -2.01634
H 6.69244 -2.13987 1.19300
C 0.77252 -1.32970 -6.37648
C 1.20319 0.03090 -6.88108
O 0.46949 1.09260 -6.25176
C 0.85757 1.38214 -5.01274
O 1.74824 0.85943 -4.40499
O 0.06526 2.33850 -4.53208
C 0.35445 2.66198 -3.16787
H -0.30506 -1.45340 -6.49127
H 1.27917 -2.11718 -6.93368
H 1.00913 -1.45144 -5.32099
H 0.98664 0.12443 -7.94355
H 2.27243 0.18776 -6.74443
H 1.40092 2.92971 -3.04579
H 0.10491 1.82121 -2.52305
H -0.26758 3.51130 -2.90059
C -2.24018 -5.47262 -2.62111
C -2.85079 -4.65079 -1.50574
O -1.99292 -4.58265 -0.36383
C -0.95401 -3.73899 -0.47800
O -0.73103 -3.04519 -1.43253
O -0.23944 -3.81517 0.63058
C 0.97163 -3.01933 0.61346
H -1.96384 -6.46200 -2.25550
H -2.94986 -5.58495 -3.44155
H -1.33907 -4.99920 -3.00678
H -3.76590 -5.12268 -1.15086
H -3.10351 -3.64539 -1.84275
H 0.74421 -1.98678 0.36025
H 1.68966 -3.43554 -0.08570
H 1.39529 -3.05363 1.61013
C -2.98900 -5.03244 3.10065
C -2.82028 -3.55823 2.81518
O -4.02492 -2.81834 3.10390
C -4.26158 -2.57921 4.38401
O -3.56812 -2.88920 5.31420
O -5.41531 -1.90947 4.47201
C -5.82763 -1.63426 5.80914
H -3.85387 -5.42614 2.56445
H -2.09979 -5.57661 2.78630
H -3.14922 -5.21177 4.16348
H -2.62622 -3.41242 1.75842
H -1.98009 -3.13621 3.36395
H -5.04070 -1.13142 6.36594
H -6.11056 -2.55641 6.31464
H -6.69312 -0.98212 5.73712
C -2.66748 0.23213 -0.11664
C -1.56817 0.95857 0.62583
O -1.52599 2.35883 0.28737
C -2.44868 3.12438 0.85498
O -3.29338 2.77847 1.63365
O -2.25709 4.37387 0.41982
C -3.21388 5.32021 0.89714
H -2.56838 0.38922 -1.19141
H -2.61535 -0.83640 0.08853
H -3.65052 0.59315 0.18329
H -0.59620 0.56542 0.33638
H -1.66491 0.84264 1.70420
H -3.28500 5.29113 1.98180
H -4.18859 5.12765 0.45237
H -2.86174 6.29873 0.58382
C 1.24302 4.44012 0.37758
C 0.59403 5.07047 1.58626
O 1.51401 5.23493 2.67837
C 2.35175 6.25638 2.57033
O 2.38554 7.06216 1.67921
O 3.14901 6.25049 3.63862
C 4.15528 7.26241 3.62430
H 1.71653 3.49525 0.64682
H 0.48991 4.25335 -0.38686
H 2.01407 5.08277 -0.04611
H -0.18499 4.41172 1.95761
H 0.13293 6.02721 1.34206
H 3.71865 8.24635 3.47031
H 4.88850 7.05353 2.84741
H 4.63975 7.22867 4.59540
*
```

E	-3220.71934	Ha
orbital gap	8.5	eV

=====

No. 2
C22H45AlBeBrF3KNO14P as an isolated structure in a non-equilibrium geometry, computed with ωB97M-V/def2-TZVPD.

Geometry as ORCA input:
```
! RIJCOSX wB97M-V def2-TZVPD def2/J DEFGRID3
* xyz 3 1
N -2.34523 -2.08406 -1.82400
C -1.39295 -1.46587 -2.83316
C 0.11549 -2.10896 -2.83830
C 1.19630 -1.35693 -1.86140
C 1.31332 0.29689 -2.06940
O 2.16038 0.62832 -0.87751
C 1.35931 0.10006 0.27395
O 0.94833 0.71450 1.38628
C 1.05778 -1.46492 -0.23141
H -1.91430 -2.91064 -1.34819
H -2.70328 -1.37443 -1.13543
H -1.86547 -1.67929 -3.90805
H -1.43880 -0.30564 -2.67568
H 0.51953 -1.99229 -3.95568
H 0.04793 -3.27672 -2.63885
H 2.20555 -1.94278 -2.10223
H 1.67876 0.66433 -3.11857
H 0.25215 0.64333 -1.67283
H 0.12874 -1.98583 0.25393
H 1.99158 -2.05412 0.20489
C -1.21223 3.46199 -0.43031
O -1.56318 4.58409 -1.22025
P -3.06418 4.42784 -2.06609
O -2.40967 3.35947 -2.95580
O -2.86568 5.91722 -2.74091
C -1.60149 6.30766 -3.24245
O -4.56528 4.27162 -2.91186
C -4.57143 3.84045 -4.26162
H -0.51830 3.78780 0.35113
H -2.09866 3.02780 0.03895
H -0.71350 2.71039 -1.05286
H -1.04321 5.45933 -3.64992
H -1.02290 6.78499 -2.44792
H -1.75557 7.03745 -4.04056
H -4.43294 2.75493 -4.30352
H -3.80237 4.35101 -4.84555
H -5.54858 4.07119 -4.69206
K -0.55033 -3.46770 1.27400
C 4.09340 4.73829 -4.41756
C 3.47310 3.36767 -4.61650
O 3.86375 2.81304 -5.88179
C 5.10819 2.24059 -5.92992
O 5.87339 2.18361 -4.97110
C 5.37670 1.64995 -7.31343
F 5.03510 2.50048 -8.32345
F 4.67057 0.50263 -7.52822
F 6.68719 1.33332 -7.51350
H 3.84783 5.39804 -5.25643
H 3.73501 5.19458 -3.49014
H 5.18514 4.67716 -4.37201
H 2.38224 3.46000 -4.63330
H 3.72616 2.68555 -3.79760
C 2.47029 -3.09626 5.94171
C 3.25329 -2.71809 4.71299
O 3.75004 -3.57478 3.98363
C 3.40511 -1.25119 4.41125
H 2.44322 -4.18732 6.03324
H 2.95196 -2.68240 6.83123
H 1.44515 -2.72686 5.85727
H 3.92837 -0.75507 5.23249
H 2.42165 -0.79957 4.25854
H 3.99324 -1.12795 3.49566
Br -0.27604 -3.51511 4.92223
C -3.46482 2.80421 -7.91482
O -4.87062 2.95920 -7.85122
H -2.99229 3.61560 -7.35633
H -3.18253 1.84648 -7.47079
H -3.13967 2.84469 -8.95726
H -5.26219 2.22561 -8.35514
C -4.24985 3.62560 1.72797
O -4.97491 3.98562 2.64256
O -3.31346 2.82515 1.83382
O -4.34026 4.00598 0.55505
Be 4.62999 -0.61154 7.04039
C -0.29896 -6.75641 7.56747
C -0.05552 -5.79214 8.71491
O -1.14601 -4.90208 8.95143
C -2.39233 -5.50540 9.28916
C -2.33909 -6.34021 10.55602
H -0.51521 -6.20758 6.64464
H 0.58242 -7.38522 7.40430
H -1.14834 -7.41512 7.76144
H 0.81032 -5.16686 8.47212
H 0.20123 -6.32766 9.63587
H -2.77087 -6.08885 8.44483
H -3.10558 -4.68517 9.43924
H -1.65014 -7.18339 10.45983
H -3.32974 -6.74267 10.79064
H -1.99662 -5.73349 11.40157
Al 1.49540 -3.93711 -2.89378
*
```

E	-6043.73665	Ha
orbital gap	1.0	eV

=====

The lowest E belongs to which entry? C22H45AlBeBrF3KNO14P

=====

Among the records above, which one has the highest E? C22H44NO20S2

=====

The highest orbital gap belongs to which entry? C22H44NO20S2